# 1
Computed, not measured: C17H21F2NO4 in the gas phase at a distorted geometry, with wB97M-V/def2-TZVPD.

As for the molar mass: 341.4 g mol⁻¹. The calculation puts the calculated total energy at -1215.89675 a.u. The value obtained for the HOMO energy is -8.675 eV. As for the energy above the lowest of the compared OMol25 structures with the same formula, charge and spin: 0.00 kJ/mol. The value obtained for the largest force on an atom is 1.63 eV/Å. The value obtained for the LUMO energy is 0.0275 Ha. The SMILES is O=C(COC(=O)CCC1CCCC1)Nc1ccccc1OC(F)F.

```
! RIJCOSX wB97M-V def2-TZVPD def2/J DEFGRID3
* xyz 0 1
O 3.5580 -0.1566 2.8813
C 2.5309 0.3114 2.4502
N 1.2897 0.1209 2.9555
C 0.8872 -0.7384 3.9742
C 1.7595 -1.4946 4.7498
C 1.2619 -2.3330 5.7313
C -0.0999 -2.4293 5.9587
C -0.9825 -1.6800 5.1973
C -0.4890 -0.8438 4.2157
O -1.3563 -0.0364 3.4399
C -2.0357 -0.6414 2.4660
F -1.2343 -1.3515 1.6252
F -2.9302 -1.5562 2.9249
H -2.5769 0.1133 1.8768
H -2.0476 -1.7440 5.3567
H -0.4813 -3.0853 6.7253
H 1.9494 -2.9171 6.3237
H 2.8187 -1.4215 4.5679
H 0.5209 0.6157 2.5034
C 2.5087 1.2335 1.2169
H 2.0012 2.1728 1.4654
H 3.5356 1.4216 0.9002
O 1.8647 0.6188 0.1011
C 0.5408 0.7098 -0.0129
O -0.1659 1.2536 0.8055
C 0.0546 0.0882 -1.2913
H 0.8602 -0.4968 -1.7317
H -0.7854 -0.5667 -1.0547
C -0.4089 1.1887 -2.2553
C -0.9682 0.6135 -3.5537
C 0.0933 -0.0890 -4.4262
H 1.0989 0.1587 -4.0871
H -0.0177 -1.1711 -4.3673
C -0.1263 0.4086 -5.8649
H -0.0642 -0.3987 -6.5930
H 0.6286 1.1521 -6.1236
C -1.5044 1.0680 -5.8487
H -1.6279 1.7964 -6.6487
H -2.2853 0.3122 -5.9457
C -1.5629 1.6967 -4.4618
H -2.5723 1.9770 -4.1646
H -0.9346 2.5889 -4.4340
H -1.7577 -0.1015 -3.3031
H -1.1797 1.7847 -1.7615
H 0.4322 1.8480 -2.4829
*
```


# 2
Computed, not measured: C17H21F3IMnN2OSSeSi as an isolated structure, with wB97M-V/def2-TZVPD.

As for the molar mass: 647.3 g mol⁻¹. The calculation puts the calculated total energy at -5682.72698 a.u. The value obtained for the HOMO energy (alpha / beta) is -4.474 / -4.516 eV. The expectation value of S² is 8.874. The value obtained for the largest force on an atom is 0.78 eV/Å. The value obtained for the LUMO energy (alpha / beta) is 0.0913 / 0.0025 Ha.

```
! RIJCOSX wB97M-V def2-TZVPD def2/J DEFGRID3
* xyz -1 6
Mn -0.5147 -0.6607 -0.3589
F -3.9427 -3.9586 2.3883
C -4.0089 -2.7800 3.0185
F -5.0840 -2.1296 2.5460
F -4.2904 -3.0656 4.3184
C -2.7433 -1.9726 2.8971
C -2.0784 -1.5992 4.0357
C -0.8946 -0.8550 3.9654
C -0.4449 -0.5256 2.7150
N -1.1006 -0.8636 1.6047
C -2.2433 -1.5983 1.6104
S -2.8896 -1.9749 0.0966
H -2.4692 -1.8964 4.9987
H -0.3478 -0.5603 4.8483
H 0.4729 0.0336 2.5712
N -1.1763 -1.0942 -4.3002
C -0.0791 -1.1526 -3.4166
O -0.4028 -0.6953 -2.2221
C 1.1100 -1.6478 -3.7867
I 1.1154 -2.6940 0.1002
H -1.9086 -0.4787 -3.9879
H -0.9307 -0.9737 -5.2693
H 1.8951 -1.7626 -3.0576
H 1.2477 -2.0393 -4.7862
C -2.9442 3.5865 -0.6006
C -2.6623 3.0347 0.6417
C -1.9722 1.8304 0.7357
C -1.5496 1.1412 -0.4023
C -1.8276 1.7187 -1.6399
C -2.5175 2.9231 -1.7422
H -3.4859 4.5218 -0.6767
H -2.9828 3.5397 1.5463
H -1.7752 1.4380 1.7244
H -1.4747 1.2261 -2.5326
H -2.7186 3.3429 -2.7218
C 4.7816 2.2345 -0.4666
Si 3.7249 0.7082 -0.3226
C 3.8458 -0.2927 -1.8584
C 4.1872 -0.2385 1.2026
Se 1.5667 1.3977 0.0782
H 5.8360 1.9455 -0.5339
H 4.6575 2.8906 0.3972
H 4.5274 2.8019 -1.3648
H 4.9001 -0.3817 -2.1413
H 3.2973 0.1588 -2.6876
H 3.4259 -1.2857 -1.6934
H 5.2686 -0.4094 1.1978
H 3.6642 -1.1971 1.2176
H 3.9359 0.3096 2.1138
*
```


> Which of these has the lowest calculated total energy?

C17H21F3IMnN2OSSeSi